C26H58O4S2 | ωB97M-V/def2-TZVPD

relative energy (zero: lowest compared OMol25 entry of this formula, charge and spin)	2563.5	kJ/mol
multiplicity	1
LUMO	0.45	eV
HOMO-LUMO gap	8.9	eV
HOMO	-8.5	eV
charge	0
electronic energy	-57735.2802	eV
F_max	12.6	eV Å⁻¹

CARTESIAN COORDINATES (ANGSTROEM)
1 S 0.3118 1.3710 4.8485
2 S 5.5691 0.9165 1.2739
3 O 5.2750 2.1763 1.9307
4 O 5.5128 -0.3330 1.9709
5 O 0.7811 0.1877 5.5515
6 O 1.0617 2.6075 4.8081
7 C -3.0523 -2.7665 1.2887
8 C -2.0302 1.0897 -2.5969
9 C 2.5414 -0.0233 0.7079
10 C -0.1615 0.9765 3.0637
11 C 3.3950 0.5980 1.8077
12 C -0.0546 -1.1819 -0.8829
13 C 7.0135 1.3995 -0.9543
14 C -3.4701 0.6413 -2.9710
15 C 1.0000 0.3222 0.9210
16 C -1.7746 -2.4361 0.3987
17 C 4.6557 0.9442 -0.3913
18 C -4.0794 1.3184 -4.1906
19 C -1.6429 0.6675 3.0365
20 C 0.1762 -0.9204 0.6554
21 C -2.4799 -3.1107 2.7388
22 C -3.0669 -2.7447 -1.9595
23 C -1.4369 1.7553 5.3316
24 C -1.5204 0.6863 -1.1826
25 C -2.1894 -1.8763 -1.0134
26 C -3.2364 1.3235 -5.5189
27 C 3.4968 -0.3310 3.1417
28 C -2.3216 1.7340 3.9891
29 C -3.6533 -1.8870 -3.0610
30 C -2.7759 -0.0632 -6.0895
31 C 5.5670 1.8204 -1.2798
32 C 7.2440 1.1093 0.5964
33 H -1.8456 -0.2660 -5.5590
34 H 7.5871 2.0093 1.1067
35 H 3.9164 -1.3278 3.0059
36 H -3.5416 -0.8358 -6.0190
37 H -0.8373 -0.8106 1.0414
38 H -3.2867 -3.0944 3.4716
39 H -1.3089 -1.5824 0.8910
40 H 0.6709 1.2194 0.3969
41 H -3.8293 1.7603 -6.3225
42 H -0.5143 -2.1294 -1.1640
43 H -1.7496 -2.4277 3.1727
44 H -2.4786 0.1036 -7.1248
45 H -0.6097 -0.3289 -1.2733
46 H 4.6672 -0.0487 -0.8407
47 H 2.5086 -0.3941 3.5972
48 H -3.3991 1.7502 4.1525
49 H -2.2560 2.6542 3.4086
50 H -1.9505 0.9941 2.0431
51 H -1.9496 2.1710 -2.4857
52 H -2.8646 -1.4636 -3.6830
53 H 7.3492 0.5369 -1.5299
54 H -3.9031 -3.1400 -1.3826
55 H -1.7535 0.9523 5.9972
56 H -1.7883 1.4022 -0.4055
57 H -4.1993 -2.4944 -3.7828
58 H 2.8130 -1.0741 0.6077
59 H -1.4031 0.9682 -3.4800
60 H 8.0038 0.4158 0.9568
61 H -3.4188 -0.4390 -3.1066
62 H -0.4415 0.5771 -1.0722
63 H -2.5929 -0.8788 -0.8390
64 H -1.2985 -1.6131 -1.5836
65 H -5.0537 0.8976 -4.4394
66 H -2.4398 -3.5554 -2.3304
67 H -2.3730 1.9886 -5.5007
68 H 4.4079 0.6261 1.4060
69 H -1.8085 -0.3594 3.3624
70 H -1.0375 -3.2384 0.3653
71 H 0.4693 -1.8306 1.1785
72 H -4.1174 0.7632 -2.1026
73 H -2.1724 -4.1488 2.8643
74 H 0.9524 0.6303 1.9655
75 H 5.2432 1.6759 -2.3105
76 H 2.9942 1.5907 2.0127
77 H -3.5435 -3.6805 0.9549
78 H 5.4464 2.8877 -1.0945
79 H 0.4981 0.1872 2.7029
80 H -4.1854 2.3448 -3.8393
81 H -1.4193 2.7252 5.8286
82 H -1.7966 -0.3311 -0.9054
83 H -4.3309 -1.0710 -2.8096
84 H 0.0451 1.8821 2.4933
85 H 3.9753 0.1578 3.9904
86 H 0.9219 -1.1489 -1.3660
87 H 2.9272 0.4195 -0.2103
88 H -3.8152 -1.9901 1.2310
89 H 7.6355 2.1812 -1.3904
90 H 3.6263 1.2597 -0.2212

Results of the Löwdin charge analysis, in e, for atoms 1 through 5: 0.71 0.60 -0.29 -0.32 -0.33